Run one
C4H5N4S | ωB97M-V/def2-TZVPD

HOMO energy: -13.707 eV
Kohn-Sham gap: 8.85 eV

The geometry in ORCA input format:
```
! wB97M-V def2-TZVPD RIJCOSX def2/J DEFGRID3
* xyz 1 1
C 1.347 0.971 0.925
C 2.001 -1.018 -2.612
C 2.681 0.417 -0.626
C -1.011 0.140 0.549
N 2.520 1.077 0.413
N 0.940 -0.900 -1.905
N 0.412 0.285 0.157
N 0.866 -0.133 -0.918
S 3.427 -0.077 -2.057
H 0.844 1.304 1.816
H 2.075 -1.496 -3.605
H -1.665 -0.125 -0.268
H -0.829 -0.807 1.187
H -1.189 1.038 1.130
*
```

***

Run two
C4H5N4S | ωB97M-V/def2-TZVPD

HOMO energy: -13.801 eV
Kohn-Sham gap: 9.38 eV

The geometry in ORCA input format:
```
! wB97M-V def2-TZVPD RIJCOSX def2/J DEFGRID3
* xyz 1 1
C -0.602 0.216 -1.355
C -0.008 1.899 0.747
C -0.825 -2.029 -0.334
C 0.861 -1.173 1.946
N -0.673 -0.887 -1.043
N 0.227 0.835 1.171
N 0.724 0.061 2.041
N -0.484 2.835 0.025
S 0.549 -2.419 0.758
H -1.742 -2.018 0.148
H -0.806 -2.973 -1.083
H 1.290 -1.639 2.864
H -0.381 3.705 0.478
H -0.466 2.867 -0.967
*
```

***

Quick one: most stable of them? run two